Entry from the OMol25 dataset: an isolated ion of composition C5H11N2O and charge +1 at a distorted geometry (ωB97M-V/def2-TZVPD).

## Properties
Energy above the lowest of the compared OMol25 structures with the same formula, charge and spin   370.1 kJ/mol
Kohn-Sham gap   8.18 eV
2S+1   1
Net charge   +1

Each line ends with the Mulliken charge.
CARTESIAN COORDINATES (ANGSTROEM)
C: -1.880 0.656 0.272  -0.311
C: -0.307 -0.867 -0.793  0.099
C: 0.836 -0.092 -0.095  0.816
C: 1.564 -0.706 1.018  -1.057
C: 1.267 1.178 -0.711  -1.289
N: -1.347 0.654 1.435  -0.451
N: -1.425 0.061 -0.832  -0.175
O: -0.529 -2.111 -0.241  -0.515
H: -2.790 1.141 0.156  0.532
H: 0.150 -1.154 -1.869  0.354
H: 2.260 -1.505 0.532  0.352
H: 0.846 -1.180 1.740  0.296
H: 2.334 0.093 1.369  0.394
H: 0.793 1.374 -1.696  0.346
H: 2.390 1.503 -0.725  0.416
H: 0.999 1.977 -0.027  0.413
H: -1.761 0.990 2.282  0.240
H: -1.883 0.226 -1.653  0.185
H: -1.516 -2.238 -0.165  0.356

Entry from the OMol25 dataset: an isolated ion of composition C6H10N and charge +1 at a distorted geometry (ωB97M-V/def2-TZVPD).

## Properties
Energy above the lowest of the compared OMol25 structures with the same formula, charge and spin   317.2 kJ/mol
Kohn-Sham gap   10.23 eV
2S+1   1
Net charge   +1

Each line ends with the Mulliken charge.
CARTESIAN COORDINATES (ANGSTROEM)
C: -0.406 -1.055 -0.129  -0.923
C: -1.339 -0.172 0.087  0.648
C: 0.761 0.803 -1.251  -0.642
C: 0.782 -0.259 -0.163  1.275
C: -2.642 0.264 0.325  -1.157
C: 2.101 -0.877 0.430  -1.245
N: 0.201 1.095 0.007  -0.334
H: -0.286 -2.153 -0.012  0.390
H: 1.691 1.247 -1.535  0.306
H: 0.268 0.849 -2.173  0.282
H: -2.773 1.018 1.031  0.384
H: -3.103 -0.575 0.798  0.378
H: -3.199 0.532 -0.511  0.320
H: 2.229 -0.460 1.488  0.307
H: 3.041 -0.735 -0.125  0.328
H: 1.950 -1.940 0.651  0.395
H: 0.408 1.917 0.602  0.288

Entry from the OMol25 dataset: a 2-piece molecular cluster, C18H18F4NO overall at a distorted geometry (ωB97M-V/def2-TZVPD).

## Properties
Energy above the lowest of the compared OMol25 structures with the same formula, charge and spin   177.0 kJ/mol
Kohn-Sham gap   3.86 eV
2S+1   1
Net charge   +1

Each line ends with the Mulliken charge.
CARTESIAN COORDINATES (ANGSTROEM)
F: -3.236 2.503 1.642  -0.289
C: -2.972 1.149 1.673  0.281
C: -4.063 0.281 1.663  -0.560
C: -3.750 -1.079 1.708  0.300
F: -4.793 -1.979 1.702  -0.285
C: -2.457 -1.561 1.754  -0.964
C: -1.344 -0.656 1.767  1.505
C: -0.047 -1.232 1.838  -0.666
C: 1.252 -0.660 1.773  1.469
C: 2.358 -1.572 1.748  -0.967
C: 3.654 -1.098 1.700  0.423
F: 4.690 -2.006 1.717  -0.307
C: 3.976 0.258 1.652  -0.606
C: 2.894 1.133 1.683  0.243
F: 3.166 2.485 1.661  -0.291
C: 1.566 0.730 1.732  -0.868
C: -1.648 0.736 1.704  -0.811
H: -5.089 0.637 1.623  0.511
H: -2.271 -2.634 1.775  0.477
H: -0.047 -2.325 1.867  0.189
H: 2.167 -2.642 1.767  0.470
H: 5.006 0.607 1.605  0.509
H: 0.793 1.487 1.760  0.599
H: -0.868 1.487 1.685  0.548
O: 2.363 -2.162 4.797  -0.336
C: 1.847 -2.385 6.096  -0.844
C: 0.948 -1.184 6.360  0.210
C: 0.266 -1.241 7.737  -0.750
C: -1.098 -0.575 7.498  -0.641
C: -1.396 -0.811 6.003  -0.580
N: -0.130 -1.113 5.434  0.066
H: 3.060 -2.809 4.613  0.273
H: 1.237 -3.307 6.128  0.323
H: 2.635 -2.393 6.869  0.334
H: 1.563 -0.257 6.288  0.174
H: 0.132 -2.300 8.006  0.320
H: 0.876 -0.755 8.505  0.397
H: -1.872 -0.978 8.151  0.356
H: -1.006 0.500 7.684  0.301
H: -2.088 -1.663 5.892  0.257
H: -1.898 0.044 5.525  0.268
H: 0.017 -1.181 4.437  -0.035

Entry from the OMol25 dataset: the molecule C5H12N2 at a distorted geometry (ωB97M-V/def2-TZVPD).

## Properties
Energy above the lowest of the compared OMol25 structures with the same formula, charge and spin   372.3 kJ/mol
Kohn-Sham gap   9.60 eV
2S+1   1

Each line ends with the Mulliken charge.
CARTESIAN COORDINATES (ANGSTROEM)
C: -0.182 1.941 -0.568  -1.125
C: -0.260 0.839 0.158  0.879
C: -1.550 0.167 0.618  -0.818
C: -1.749 -0.930 -0.380  -0.837
C: 0.924 0.125 0.780  -0.608
N: 2.262 0.312 0.245  -0.101
N: 2.971 -0.642 -0.366  -0.741
H: 0.813 2.397 -0.833  0.192
H: -1.013 2.335 -0.939  0.400
H: -1.296 0.017 1.700  0.278
H: -2.344 0.801 0.492  0.445
H: -1.100 -1.836 0.081  0.221
H: -1.404 -0.759 -1.437  0.297
H: -2.817 -1.396 -0.476  0.306
H: 1.109 0.273 1.889  0.234
H: 0.559 -0.996 0.834  0.207
H: 2.460 1.062 -0.387  0.320
H: 3.324 -1.352 0.288  0.228
H: 2.364 -1.141 -1.007  0.224

Entry from the OMol25 dataset: C31H32N3O7PZr as an isolated structure at a distorted geometry (ωB97M-V/def2-TZVPD).

## Properties
Kohn-Sham gap   5.83 eV
2S+1   1

Each line ends with the Mulliken charge.
CARTESIAN COORDINATES (ANGSTROEM)
Zr: 0.000 0.000 0.000  -1.295
O: -0.435 -0.267 -2.059  -0.629
C: -1.631 -1.017 -1.995  -0.685
C: -1.714 -1.898 -0.750  -0.553
N: -1.709 -1.168 0.555  0.467
C: -3.091 -0.618 0.779  -0.741
C: -3.065 0.820 0.325  0.297
O: -4.184 1.395 0.176  -0.796
O: -1.889 1.230 0.172  -0.434
C: -1.538 -2.151 1.673  -1.036
C: -0.103 -2.608 1.621  0.560
O: 0.233 -3.582 2.354  -0.772
O: 0.541 -1.953 0.761  -0.508
H: 0.516 -1.003 -2.236  0.560
H: -2.478 -0.328 -2.059  0.393
H: -1.676 -1.645 -2.891  0.576
H: -2.608 -2.532 -0.827  0.540
H: -0.879 -2.601 -0.832  0.361
H: -3.878 -1.190 0.273  0.375
H: -3.348 -0.574 1.846  0.385
H: -1.672 -1.663 2.646  0.468
H: -2.228 -2.999 1.592  0.413
C: 2.633 0.183 6.711  -0.408
C: 2.817 1.351 5.976  -0.847
C: 2.278 1.467 4.690  -0.197
C: 1.550 0.415 4.115  0.306
C: 1.367 -0.753 4.878  -0.032
C: 1.906 -0.870 6.163  -0.847
P: 0.802 0.469 2.450  0.288
C: 1.072 2.190 1.892  1.219
C: 2.176 2.623 1.143  -0.290
C: 2.304 3.962 0.759  -0.499
C: 1.332 4.891 1.116  -0.597
C: 0.228 4.483 1.858  -0.712
C: 0.100 3.145 2.240  -0.765
C: 2.217 -0.517 1.331  1.907
C: 3.443 -0.808 1.954  -0.524
C: 4.459 -1.475 1.257  -0.873
C: 4.284 -1.869 -0.072  -0.906
C: 3.088 -1.604 -0.733  -0.957
C: 2.067 -0.943 -0.059  1.280
H: 3.051 0.095 7.709  0.376
H: 3.380 2.177 6.401  0.407
H: 2.447 2.396 4.153  0.406
H: 0.803 -1.592 4.474  0.295
H: 1.755 -1.783 6.733  0.424
H: 2.964 1.937 0.847  0.449
H: 3.168 4.275 0.177  0.452
H: 1.434 5.930 0.816  0.389
H: -0.535 5.203 2.141  0.423
H: -0.774 2.854 2.821  0.364
H: 3.648 -0.521 2.980  0.360
H: 5.400 -1.689 1.760  0.399
H: 5.086 -2.387 -0.593  0.389
H: 2.944 -1.907 -1.765  0.382
O: -3.635 7.167 -1.336  -0.521
C: -2.254 7.284 -1.582  -0.416
N: -1.738 5.967 -1.437  -0.059
C: -0.403 5.714 -1.639  0.013
O: 0.407 6.592 -1.916  -0.716
C: 0.035 4.302 -1.548  0.648
C: 1.183 3.891 -2.229  -1.031
C: 1.597 2.564 -2.140  -1.517
C: 0.850 1.693 -1.363  0.500
N: -0.257 2.059 -0.679  0.478
C: -0.634 3.359 -0.780  -0.255
H: -3.995 8.068 -1.403  0.306
H: -1.787 7.951 -0.852  0.283
H: -2.078 7.644 -2.600  0.293
H: -2.431 5.236 -1.400  0.266
H: 1.751 4.600 -2.827  0.487
H: 2.482 2.219 -2.663  0.543
H: 1.132 0.649 -1.263  0.073
H: -1.507 3.613 -0.186  0.471
H: 1.550 1.025 -0.448  0.152

Entry from the OMol25 dataset: a 2-piece molecular cluster, C2H4FIO overall at a distorted geometry (ωB97M-V/def2-TZVPD).

## Properties
Energy above the lowest of the compared OMol25 structures with the same formula, charge and spin   236.8 kJ/mol
Kohn-Sham gap   9.08 eV
2S+1   1

Each line ends with the Mulliken charge.
CARTESIAN COORDINATES (ANGSTROEM)
C: -1.045 1.000 0.221  -0.594
C: 1.155 0.755 0.167  -0.126
O: 0.045 0.101 0.126  0.035
F: -0.061 -2.546 -0.479  -0.389
I: 2.990 -0.644 -0.095  -0.142
H: -1.480 0.920 -0.731  0.275
H: -0.596 1.984 0.462  0.359
H: -1.867 0.731 0.819  0.267
H: 0.859 -2.300 -0.491  0.316